1.
{
  "formula": "C5H13NO",
  "method": "ωB97M-V with the def2-TZVPD basis set",
  "species": ["C", "C", "C", "C", "C", "N", "H", "H", "H", "H", "H", "H", "H", "H", "H", "H", "H", "O", "H", "H"],
  "positions_angstrom": [[-2.523, 0.532, 0.367], [-1.237, 1.252, 0.524], [-0.051, 0.256, 0.737], [0.172, -0.549, 2.080], [0.670, -0.138, -0.320], [1.583, -1.227, -0.319], [-3.297, 1.177, 0.648], [-2.556, -0.417, 0.921], [-2.701, 0.245, -0.591], [-1.276, 1.868, 1.465], [-0.990, 2.002, -0.301], [-0.081, -1.547, 1.721], [1.247, -0.676, 2.503], [-0.440, -0.157, 2.993], [0.558, 0.464, -1.268], [1.050, -2.061, -0.097], [2.068, -1.420, -1.158], [2.436, -0.181, -3.388], [3.357, -0.027, -2.988], [2.009, 0.603, -3.529]],
  "mol_weight_g_mol": 103.16,
  "homo_lumo_gap_ev": 8.68,
  "total_energy_ev": -8931.834,
  "smiles": "CC/C(C)=C/N.O",
  "e_homo_ev": -7.9,
  "largest_force_ev_per_a": 5.3,
  "e_lumo_ev": 0.75,
  "de_lowest_kj_mol": 210.0,
  "spin_multiplicity": 1
}

---

2.
{
  "formula": "C4H8ClN2O",
  "method": "ωB97M-V with the def2-TZVPD basis set",
  "species": ["C", "N", "C", "C", "N", "C", "O", "Cl", "H", "H", "H", "H", "H", "H", "H", "H"],
  "positions_angstrom": [[0.612, 1.622, -0.141], [0.540, 0.205, 0.072], [1.703, -0.704, -0.170], [-0.749, -0.335, 0.166], [-0.833, -1.680, 0.216], [-1.945, 0.540, 0.100], [-2.008, 1.712, 0.337], [-3.391, -0.400, -0.197], [1.368, 1.720, -0.867], [-0.297, 1.996, -0.302], [1.052, 2.278, 0.763], [2.384, -0.123, -0.935], [2.214, -0.659, 0.777], [1.429, -1.643, -0.655], [-1.730, -2.162, 0.068], [-0.349, -2.366, 0.769]],
  "mol_weight_g_mol": 135.57,
  "homo_lumo_gap_ev": 8.90,
  "total_energy_ev": -21819.482,
  "smiles": "CN(C)C(=[NH2+])C(=O)Cl",
  "e_homo_ev": -14.8,
  "largest_force_ev_per_a": 6.1,
  "e_lumo_ev": -5.88,
  "total_charge": 1,
  "de_lowest_kj_mol": 96.4,
  "spin_multiplicity": 1
}

---

3.
{
  "formula": "C26H25MnN4O4SSeSi",
  "method": "ωB97M-V with the def2-TZVPD basis set",
  "species": ["Mn", "C", "C", "N", "N", "C", "N", "S", "C", "C", "C", "C", "C", "N", "H", "H", "H", "H", "H", "H", "H", "H", "H", "H", "O", "Se", "O", "O", "O", "C", "C", "C", "C", "C", "C", "Si", "C", "C", "C", "C", "C", "C", "C", "C", "C", "C", "C", "C", "H", "H", "H", "H", "H", "H", "H", "H", "H", "H", "H", "H", "H", "H", "H"],
  "positions_angstrom": [[-1.527, -0.246, -0.303], [-1.686, 1.794, -4.006], [-1.539, 1.599, -2.530], [-0.784, 0.604, -1.994], [0.089, -0.039, -2.848], [0.153, -1.371, -2.906], [1.153, -1.875, -3.694], [-0.851, -2.365, -2.015], [-2.296, 2.360, -1.601], [-3.187, 3.387, -1.991], [-3.902, 4.056, -1.031], [-3.763, 3.700, 0.315], [-2.901, 2.664, 0.619], [-2.160, 2.026, -0.281], [-1.264, 0.949, -4.547], [-1.207, 2.709, -4.372], [-2.743, 1.854, -4.278], [0.796, 0.522, -3.299], [1.449, -1.340, -4.496], [1.100, -2.869, -3.832], [-3.306, 3.635, -3.037], [-4.591, 4.840, -1.321], [-4.341, 4.174, 1.095], [-2.811, 2.306, 1.639], [-3.330, -0.819, -0.992], [-4.039, -0.851, 0.552], [-5.039, 0.391, 0.765], [-2.535, -0.527, 1.331], [-4.577, -2.311, 0.953], [4.383, -1.207, -2.036], [3.782, -2.331, -1.490], [2.671, -2.200, -0.667], [2.132, -0.947, -0.372], [2.754, 0.172, -0.935], [3.865, 0.051, -1.757], [0.662, -0.687, 0.793], [0.444, -2.208, 1.897], [0.852, -2.223, 3.234], [0.642, -3.329, 4.047], [0.009, -4.456, 3.543], [-0.415, -4.461, 2.221], [-0.200, -3.351, 1.418], [1.233, 0.774, 1.866], [0.399, 1.865, 2.104], [0.813, 2.938, 2.886], [2.081, 2.942, 3.443], [2.938, 1.873, 3.208], [2.516, 0.810, 2.425], [5.255, -1.310, -2.672], [4.183, -3.316, -1.700], [2.215, -3.089, -0.246], [2.373, 1.164, -0.707], [4.333, 0.937, -2.172], [1.325, -1.351, 3.671], [0.965, -3.303, 5.082], [-0.168, -5.315, 4.178], [-0.938, -5.318, 1.817], [-0.574, -3.373, 0.396], [-0.582, 1.880, 1.656], [0.141, 3.772, 3.052], [2.407, 3.776, 4.053], [3.935, 1.874, 3.631], [3.204, -0.010, 2.237]],
  "mol_weight_g_mol": 651.56,
  "homo_lumo_gap_ev": [5.47, 7.27],
  "total_energy_ev": -156898.330,
  "e_homo_ev": [-3.1, -5.0],
  "largest_force_ev_per_a": 0.8,
  "e_lumo_ev": [2.33, 2.28],
  "total_charge": -1,
  "spin_multiplicity": 6
}

---

4.
{
  "formula": "C36H29CrN5O5S",
  "method": "ωB97M-V with the def2-TZVPD basis set",
  "species": ["Cr", "N", "C", "C", "C", "C", "C", "C", "C", "C", "C", "C", "C", "C", "N", "C", "C", "C", "C", "N", "H", "H", "H", "H", "H", "H", "H", "H", "H", "H", "N", "C", "C", "C", "C", "C", "C", "S", "O", "O", "O", "H", "H", "H", "H", "H", "H", "C", "O", "C", "C", "C", "C", "C", "C", "N", "C", "C", "C", "C", "C", "C", "C", "O", "H", "H", "H", "H", "H", "H", "H", "H", "H", "H", "H", "H", "H"],
  "positions_angstrom": [[1.004, -0.176, -1.107], [-3.987, 8.023, 2.360], [-3.369, 7.117, 2.016], [-2.597, 5.975, 1.580], [-1.726, 5.344, 2.463], [-0.998, 4.244, 2.044], [-1.124, 3.769, 0.741], [-1.984, 4.420, -0.143], [-2.725, 5.512, 0.273], [-0.356, 2.577, 0.286], [0.531, 2.761, -0.800], [0.903, 3.975, -1.409], [1.866, 3.682, -2.362], [2.057, 2.297, -2.316], [1.279, 1.738, -1.376], [-0.527, 1.386, 0.969], [-1.291, 1.139, 2.153], [-0.988, -0.128, 2.578], [-0.076, -0.650, 1.633], [0.196, 0.224, 0.667], [-1.624, 5.717, 3.473], [-0.310, 3.759, 2.725], [-2.076, 4.060, -1.161], [-3.402, 6.012, -0.407], [0.524, 4.951, -1.149], [2.374, 4.373, -3.016], [2.697, 1.680, -2.931], [-1.960, 1.837, 2.631], [-1.336, -0.639, 3.463], [0.409, -1.618, 1.668], [3.122, -0.373, -0.396], [3.121, -0.861, 0.971], [2.946, 0.028, 2.016], [2.693, -0.453, 3.291], [2.604, -1.822, 3.514], [2.890, -2.709, 2.480], [3.164, -2.225, 1.206], [2.113, -2.450, 5.122], [1.361, -1.343, 5.695], [3.366, -2.752, 5.784], [1.305, -3.613, 4.781], [3.612, -0.994, -1.029], [3.525, 0.554, -0.466], [2.937, 1.096, 1.814], [2.480, 0.218, 4.115], [2.855, -3.773, 2.685], [3.353, -2.909, 0.384], [1.088, -3.372, -1.042], [0.180, -2.257, -0.926], [-1.079, -2.519, -0.434], [-1.345, -3.655, 0.312], [-2.596, -3.848, 0.877], [-3.591, -2.895, 0.711], [-3.328, -1.766, -0.038], [-2.088, -1.570, -0.639], [-1.895, -0.386, -1.369], [-0.877, -0.119, -2.233], [-0.576, -1.136, -3.289], [-1.575, -1.857, -3.940], [-1.239, -2.731, -4.958], [0.102, -2.888, -5.311], [1.106, -2.203, -4.646], [0.777, -1.343, -3.596], [1.699, -0.773, -2.820], [1.935, -2.997, -1.607], [0.603, -4.175, -1.592], [1.410, -3.707, -0.060], [-0.567, -4.383, 0.490], [-2.776, -4.735, 1.468], [-4.563, -3.029, 1.164], [-4.095, -1.010, -0.177], [-2.498, 0.378, -1.100], [-0.935, 0.901, -2.604], [-2.614, -1.708, -3.668], [-2.010, -3.279, -5.483], [0.367, -3.569, -6.111], [2.150, -2.346, -4.898]],
  "mol_weight_g_mol": 695.72,
  "homo_lumo_gap_ev": [5.93, 5.09],
  "total_energy_ev": -94747.262,
  "e_homo_ev": [-7.7, -7.7],
  "largest_force_ev_per_a": 1.2,
  "e_lumo_ev": [-1.81, -2.66],
  "spin_multiplicity": 5
}